9
Properties=species:S:1:pos:R:3:mulliken_charge:R:1 method="wB97M-V/def2-TZVPD" total_charge=0 spin_multiplicity=1 homo_ev=-11.1373 homo_lumo_gap_ev=10.191 lumo_ev=-0.946
C -0.697 -1.094 -1.849 -0.302
C -0.565 -0.722 -0.661 0.049
C -0.546 -0.578 0.826 -0.071
C 0.062 0.473 0.062 0.569
O 1.809 0.424 -0.031 -0.549
F -1.685 -0.119 1.382 -0.228
F -0.282 1.679 -0.404 -0.175
H -0.065 -1.225 1.424 0.381
H 1.970 1.162 -0.749 0.326